[1]
The following is a DFT calculation (the ωB97M-V functional and the def2-TZVPD basis) of the ion C14H24NO2 with charge +1.

Positions of all 41 atoms, in Å:
C  1.570  -1.654  2.105
H  -1.073  3.234  -2.141
H  2.223  -1.409  1.265
H  -0.396  -3.697  0.052
H  3.897  2.464  -0.073
C  2.847  2.236  -0.166
H  2.588  3.426  -1.918
H  0.385  3.988  -2.797
O  -3.056  -0.680  -1.010
C  2.255  1.401  0.770
C  -2.305  -2.001  0.791
C  2.111  2.776  -1.202
H  2.205  -1.976  2.930
C  -3.258  -0.879  0.376
H  -0.890  1.429  -0.464
H  -2.650  -2.950  0.374
H  0.049  -0.648  3.281
C  0.656  -2.826  1.723
H  -3.025  0.041  0.930
C  0.165  1.652  -0.396
H  -0.597  -0.806  0.698
N  -0.981  -1.684  0.220
H  -3.786  -0.177  -1.384
H  -2.251  -2.080  1.876
C  0.907  1.116  0.651
H  1.254  -3.738  1.750
H  -0.523  1.119  -3.346
O  0.178  0.301  1.522
C  0.755  2.494  -1.325
C  -0.049  3.044  -2.466
C  -0.063  2.060  -3.638
C  0.051  -2.738  0.324
H  0.951  1.858  -3.976
H  1.536  0.283  3.079
C  0.841  -0.391  2.572
H  -1.172  -1.440  -0.761
H  2.855  1.000  1.572
H  -0.626  2.476  -4.469
H  0.840  -2.512  -0.397
H  -4.288  -1.171  0.599
H  -0.131  -2.940  2.470

## Properties
- Energy relative to the best compared isomer or geometry (same formula, charge and spin): 0.0 kcal/mol
- Orbital gap: 9.518 eV
- E_HOMO: -0.433 Ha
- Net charge: +1
- Energy: -20486.672 eV
- Maximum force: 0.74 eV Å⁻¹
- Spin multiplicity: 1

[2]
The following is a DFT calculation (the ωB97M-V functional and the def2-TZVPD basis) of a structure of composition C14H24NO2PdSi2.

Positions of all 44 atoms, in Å:
N  0.136  3.393  -1.098
H  -0.398  -1.689  4.354
H  -0.198  -2.483  2.783
H  3.094  2.518  -0.187
C  3.132  1.571  -0.734
C  2.352  -0.167  4.238
H  -3.190  1.284  -1.618
H  2.819  1.758  -1.766
C  2.586  -1.376  -0.703
O  -1.384  3.298  0.580
H  0.457  5.800  0.024
H  -0.050  2.413  -1.314
O  -1.935  -1.245  -1.439
C  0.302  4.987  0.734
C  -0.651  -1.628  3.289
H  -1.736  -1.720  3.192
C  -0.402  3.816  0.085
C  -3.123  0.697  -0.699
C  -1.896  -0.214  -0.826
H  -3.028  1.384  0.137
C  4.126  0.106  2.146
C  -0.729  1.337  3.710
H  1.091  3.660  -1.278
H  2.339  -1.404  -1.767
H  -4.012  0.069  -0.606
H  1.665  -0.275  5.073
H  4.178  1.245  -0.762
C  3.715  -0.175  4.494
H  4.079  -0.288  5.509
H  -1.820  1.281  3.752
H  -0.290  5.336  1.576
Si  -0.026  0.005  2.556
H  2.079  -2.217  -0.225
C  2.752  0.118  1.874
H  5.679  -0.040  3.625
Pd  -0.303  0.472  0.264
H  4.839  0.206  1.331
C  1.848  -0.017  2.940
H  1.279  4.661  1.096
H  3.668  -1.517  -0.591
H  -0.466  2.338  3.363
C  4.611  -0.035  3.438
H  -0.342  1.205  4.727
Si  2.040  0.248  0.105

## Properties
- Energy relative to the best compared isomer or geometry (same formula, charge and spin): 0.4 kcal/mol
- Orbital gap (alpha / beta): 5.239 / 7.057 eV
- E_HOMO (alpha / beta): -0.078 / -0.157 Ha
- Net charge: -1
- Energy: -39729.459 eV
- Maximum force: 0.34 eV Å⁻¹
- Spin multiplicity: 3

[3]
The following is a DFT calculation (the ωB97M-V functional and the def2-TZVPD basis) of a structure of composition C14H25AgN5O4S.

Positions of all 50 atoms, in Å:
H  -2.699  -0.753  1.516
N  1.188  2.006  -3.555
N  3.091  3.565  -3.048
H  -1.401  0.954  -3.930
N  -0.707  -1.418  1.616
H  -0.144  -2.137  4.710
H  -2.313  -2.120  0.464
C  1.156  2.038  -5.016
C  -0.961  -1.844  4.050
H  1.101  -2.484  1.615
C  0.389  1.231  -2.806
H  -0.278  -0.387  -4.041
C  -0.474  -0.844  2.970
C  2.562  -0.644  -7.908
H  0.363  -3.964  3.272
C  -0.455  -3.676  2.612
C  -2.623  -2.684  2.564
H  3.580  -0.267  -7.813
H  -3.396  -2.236  3.188
O  3.423  3.604  -4.220
H  2.315  -0.039  -9.964
C  2.171  -0.929  -9.352
H  -1.009  0.104  3.034
H  1.123  -1.221  -9.408
H  2.407  -1.503  -7.255
C  2.023  2.678  -2.680
C  1.684  2.289  -1.420
C  -0.681  0.365  -3.361
S  1.478  0.644  -7.280
N  0.663  1.392  -1.509
H  2.176  0.103  -5.074
O  0.173  0.074  -7.043
N  -1.494  -3.042  3.414
H  2.778  -1.735  -9.758
O  3.588  4.199  -2.143
H  -0.131  -3.107  0.513
C  -2.161  -1.700  1.459
H  3.134  1.466  -5.744
H  -0.864  -4.586  2.173
Ag  -0.082  0.077  0.074
H  0.593  -0.641  3.068
H  2.106  2.622  -0.488
H  -1.204  -0.131  -2.546
O  1.591  1.824  -8.086
H  0.144  1.785  -5.328
C  0.037  -2.701  1.511
H  1.388  3.037  -5.363
H  -3.032  -3.596  2.129
C  2.139  1.041  -5.629
H  -1.744  -1.403  4.667

## Properties
- Orbital gap: 8.173 eV
- E_HOMO: -0.421 Ha
- Net charge: +1
- Energy: -45389.727 eV
- Maximum force: 0.62 eV Å⁻¹
- Spin multiplicity: 1